Arrangement A

C5H8O2 | ωB97M-V/def2-TZVPD

Output
- net charge = 0
- HOMO (spin up / spin down) (eV) = -7.21 / -7.08
- orbital gap (spin up / spin down) (eV) = 8.097 / 7.944

Cartesian coordinates (Å):
C: -1.261 -0.047 0.496
C: -0.993 0.254 -0.935
O: -0.091 1.126 -1.297
C: 0.765 1.778 -0.551
C: 1.589 -1.000 0.066
O: 0.693 -1.554 0.846
C: -0.554 -1.250 1.038
H: -1.065 0.838 1.124
H: -2.332 -0.251 0.618
H: -1.449 -0.272 -1.762
H: 0.628 1.824 0.521
H: 1.355 2.500 -1.095
H: 1.225 -0.487 -0.800
H: 2.555 -1.486 0.075
H: -1.065 -1.973 1.655

Arrangement B

C5H8O2 | ωB97M-V/def2-TZVPD

Output
- SMILES = C=C(C=O)OCC
- net charge = 0
- HOMO (eV) = -9.36
- orbital gap (eV) = 9.737

Cartesian coordinates (Å):
C: 1.660 1.181 0.540
C: 0.320 1.330 -0.169
C: 0.060 -1.409 -0.913
C: -0.783 -0.775 -0.097
O: -0.704 0.494 0.375
C: -2.017 -1.473 0.388
O: -2.327 -2.588 0.044
H: 1.521 1.251 1.624
H: 2.325 1.995 0.226
H: 2.152 0.228 0.315
H: 0.419 1.139 -1.248
H: -0.061 2.345 -0.038
H: -0.193 -2.419 -1.212
H: 0.977 -0.965 -1.280
H: -2.640 -0.891 1.094

Arrangement C

C5H8O2 | ωB97M-V/def2-TZVPD

Output
- SMILES = C=C(O)[C@H]1C[C@@H]1O
- net charge = 0
- HOMO (eV) = -8.80
- orbital gap (eV) = 9.598

Cartesian coordinates (Å):
O: -1.329 -1.734 1.644
C: -0.258 -1.191 0.934
C: -0.280 -1.433 -0.530
C: 0.473 1.030 -0.248
O: 1.475 1.054 0.680
C: 0.400 1.852 -1.296
C: -0.534 -0.037 0.013
H: -1.511 -1.148 2.390
H: 0.708 -1.213 1.438
H: 0.661 -1.608 -1.045
H: -1.137 -1.973 -0.921
H: 2.138 1.697 0.395
H: 1.144 2.626 -1.479
H: -0.408 1.742 -2.013
H: -1.571 0.286 -0.017

Quick one: most stable of them? arrangement B

Arrangement A

C5H8O2 | ωB97M-V/def2-TZVPD

Output
- net charge = 0
- HOMO (eV) = -8.77
- orbital gap (eV) = 9.574

Cartesian coordinates (Å):
C: 2.350 -0.784 0.627
C: -0.476 0.925 0.633
C: -0.464 1.465 -0.655
O: -1.127 0.695 -1.668
C: -1.868 0.736 -0.465
C: -1.319 -0.331 0.437
O: -0.869 -1.479 -0.204
H: 3.415 -0.537 0.656
H: 2.013 -0.810 -0.414
H: 2.184 -1.763 1.082
H: 1.780 -0.030 1.176
H: -0.240 2.488 -0.945
H: -2.771 1.335 -0.430
H: -1.887 -0.621 1.316
H: -0.535 -1.203 -1.072

Arrangement B

C5H8O2 | ωB97M-V/def2-TZVPD

Output
- SMILES = O[C@H]1C[C@]2(CO2)C1
- net charge = 0
- HOMO (eV) = -10.13
- orbital gap (eV) = 11.025

Cartesian coordinates (Å):
O: -2.294 0.460 1.095
C: -1.145 -0.278 0.770
C: -0.777 -0.392 -0.737
C: 0.629 0.083 -0.386
C: 1.917 -0.309 -0.949
O: 1.367 0.985 -1.182
C: 0.235 0.370 1.060
H: -2.228 1.321 0.664
H: -1.275 -1.253 1.253
H: -1.313 0.342 -1.350
H: -0.870 -1.376 -1.209
H: 2.804 -0.330 -0.315
H: 1.948 -0.965 -1.820
H: 0.163 1.445 1.264
H: 0.839 -0.102 1.841

Arrangement C

C5H8O2 | ωB97M-V/def2-TZVPD

Output
- net charge = 0
- HOMO (eV) = -8.38
- orbital gap (eV) = 8.668

Cartesian coordinates (Å):
C: -2.056 -0.596 0.440
C: -0.665 -0.960 0.079
O: -0.013 1.188 -1.202
C: 0.362 -0.301 0.932
C: 1.606 0.040 0.104
C: 1.241 0.668 -1.221
O: 1.946 0.730 -2.196
H: -2.208 0.201 1.187
H: -2.591 -0.346 -0.486
H: -2.541 -1.521 0.786
H: -0.182 1.518 -2.100
H: 0.019 0.574 1.511
H: 0.622 -1.089 1.661
H: 2.261 0.740 0.636
H: 2.199 -0.847 -0.130

Quick one: most stable of them? arrangement B

Arrangement A

C5H8O2 | ωB97M-V/def2-TZVPD

Output
- SMILES = C/C=C(/C)C(=O)O
- net charge = 0
- HOMO (eV) = -9.84
- orbital gap (eV) = 10.730

Cartesian coordinates (Å):
C: -1.815 -1.125 -0.118
C: -1.124 0.211 -0.025
C: 0.126 0.469 0.058
C: 0.764 1.787 0.170
C: 1.112 -0.714 0.132
H: -2.359 -1.281 -1.025
H: -2.347 -1.510 0.519
H: -1.098 -1.835 0.080
H: -1.792 1.107 0.008
H: 1.243 1.878 1.366
H: 1.698 2.048 -0.574
H: 0.040 2.645 0.088
H: 2.347 -1.413 -0.756
O: 1.824 -0.835 -0.998
O: 1.381 -1.431 1.076

Arrangement B

C5H8O2 | ωB97M-V/def2-TZVPD

Output
- SMILES = O=C1CC(CO)C1
- net charge = 0
- HOMO (eV) = -9.52
- orbital gap (eV) = 10.261

Cartesian coordinates (Å):
O: 1.807 -0.397 -1.434
C: 0.439 -0.031 -1.472
C: -0.093 0.620 -0.170
C: 0.932 0.692 0.994
C: -0.057 -0.078 1.863
O: -0.067 -0.405 3.018
C: -1.043 -0.248 0.708
H: 2.337 0.406 -1.509
H: 0.249 0.632 -2.329
H: -0.101 -0.966 -1.655
H: -0.541 1.594 -0.389
H: 1.830 0.104 0.781
H: 1.223 1.681 1.362
H: -1.156 -1.289 0.383
H: -2.037 0.163 0.913

Arrangement C

C5H8O2 | ωB97M-V/def2-TZVPD

Output
- net charge = 0
- HOMO (eV) = -7.10
- orbital gap (eV) = 7.991

Cartesian coordinates (Å):
O: 2.059 -1.017 0.046
C: 0.923 -0.278 0.439
C: 0.767 1.080 -0.285
C: -0.707 1.387 -0.325
C: -1.656 -0.581 0.633
C: -0.367 -1.032 0.118
O: -1.214 -0.193 -0.715
H: 2.158 -0.913 -0.911
H: 1.012 -0.161 1.523
H: 1.256 1.878 0.284
H: 1.285 0.994 -1.260
H: -1.020 1.878 -1.251
H: -1.679 0.207 1.387
H: -2.540 -1.188 0.533
H: -0.276 -2.061 -0.216

Arrangement D

C5H8O2 | ωB97M-V/def2-TZVPD

Output
- SMILES = C=C=O.C=CCO
- net charge = 0
- HOMO (eV) = -9.35
- orbital gap (eV) = 10.174

Cartesian coordinates (Å):
O: 2.728 -0.250 0.898
C: 1.519 -0.349 0.165
C: 0.605 0.744 0.634
C: 0.043 1.641 -0.171
C: -2.552 -0.691 -0.062
C: -1.670 -0.958 -0.997
O: -0.893 -1.216 -1.831
H: 3.285 -0.998 0.652
H: 1.036 -1.326 0.336
H: 1.685 -0.253 -0.919
H: 0.418 0.767 1.707
H: -0.627 2.412 0.202
H: 0.234 1.637 -1.243
H: -3.485 -1.239 -0.034
H: -2.328 0.079 0.664

Quick one: most stable of them? arrangement B

Arrangement A

C5H8O2 | ωB97M-V/def2-TZVPD

Output
- net charge = 0
- HOMO (eV) = -8.52
- orbital gap (eV) = 9.268

Cartesian coordinates (Å):
C: -0.920 1.714 0.203
C: -0.110 0.559 -0.385
C: 1.444 -0.053 0.072
C: 0.137 -0.695 0.307
O: -0.374 -1.076 1.529
C: -0.201 -1.368 -1.019
O: -0.395 0.012 -1.639
H: -0.937 2.629 -0.399
H: -0.539 1.949 1.203
H: -1.975 1.420 0.358
H: 2.159 -0.639 -0.542
H: 1.930 0.658 0.719
H: 0.395 -1.230 2.086
H: 0.573 -2.079 -1.380
H: -1.186 -1.800 -1.114

Arrangement B

C5H8O2 | ωB97M-V/def2-TZVPD

Output
- SMILES = C1=CO[C@@H]2C[C@@H]2O1.[H][H]
- net charge = 0
- HOMO (eV) = -8.15
- orbital gap (eV) = 9.184

Cartesian coordinates (Å):
C: -1.444 0.042 1.010
C: -1.523 -0.019 -0.489
O: -0.601 0.777 -1.183
C: 0.683 0.665 -0.719
C: 1.170 -0.478 -0.222
O: 0.368 -1.535 0.087
C: -0.988 -1.190 0.253
H: -0.692 0.716 1.414
H: -2.360 -0.013 1.587
H: -2.461 -0.063 -1.028
H: 1.169 1.624 -0.664
H: 3.001 1.270 -0.570
H: 2.211 -0.693 -0.026
H: 3.102 1.093 0.142
H: -1.571 -2.095 0.355

Arrangement C

C5H8O2 | ωB97M-V/def2-TZVPD

Output
- net charge = 0
- HOMO (eV) = -8.80
- orbital gap (eV) = 8.949

Cartesian coordinates (Å):
C: -1.497 -0.023 -0.912
C: -0.455 -0.474 0.108
C: 0.644 -1.302 -0.508
O: 1.808 -1.124 -0.199
C: 1.206 0.129 1.811
C: 0.259 0.687 0.832
O: 0.695 1.672 -0.097
H: -1.883 -0.877 -1.479
H: -1.057 0.700 -1.604
H: -2.342 0.470 -0.418
H: -0.914 -1.116 0.874
H: 0.356 -2.076 -1.253
H: 2.113 0.773 1.804
H: -0.476 1.193 1.489
H: 1.544 1.369 -0.447

Arrangement D

C5H8O2 | ωB97M-V/def2-TZVPD

Output
- net charge = 0
- HOMO (eV) = -8.06
- orbital gap (eV) = 8.971

Cartesian coordinates (Å):
C: 0.600 -0.786 1.031
O: 0.342 -1.670 -0.079
C: 0.894 -1.262 -1.209
C: 0.412 1.194 -0.570
C: -0.051 0.576 0.751
C: -1.353 0.339 -0.017
O: -0.632 0.424 -1.265
H: 1.676 -0.704 1.211
H: 0.119 -1.262 1.893
H: 0.364 -1.838 -1.997
H: 0.172 2.252 -0.716
H: 1.432 0.967 -0.876
H: -0.047 1.222 1.633
H: -1.863 -0.616 0.146
H: -2.067 1.164 0.062

Quick one: most stable of them? arrangement A

Arrangement A

C5H8O2 | ωB97M-V/def2-TZVPD

Output
- SMILES = C/C=C\O.C=C=O
- net charge = 0
- HOMO (eV) = -8.89
- orbital gap (eV) = 9.506

Cartesian coordinates (Å):
O: 1.950 -0.399 -0.141
C: 1.269 -0.081 -1.287
C: -0.027 -0.357 -1.445
C: -0.033 1.748 1.466
C: -0.268 1.760 2.757
O: -0.487 1.752 3.902
C: -0.894 -1.143 -0.498
H: 2.873 -0.130 -0.224
H: 1.868 0.420 -2.049
H: -0.975 -2.195 -0.822
H: -0.477 -0.035 -2.382
H: 0.669 1.043 1.041
H: -0.608 2.357 0.785
H: -0.498 -1.142 0.519
H: -1.921 -0.767 -0.435

Arrangement B

C5H8O2 | ωB97M-V/def2-TZVPD

Output
- SMILES = C[C@H]1OC12COC2
- net charge = 0
- HOMO (eV) = -9.85
- orbital gap (eV) = 10.821

Cartesian coordinates (Å):
C: -1.943 -0.530 0.438
C: -0.607 -0.185 1.059
O: 0.671 -1.247 0.732
C: 0.529 0.014 0.164
C: 1.605 1.075 0.123
O: 1.583 1.061 -1.314
C: 0.583 0.034 -1.354
H: -2.520 0.386 0.237
H: -1.821 -1.041 -0.529
H: -2.551 -1.150 1.097
H: 0.013 -0.739 1.879
H: 1.325 2.052 0.534
H: 2.560 0.745 0.542
H: 0.966 -0.907 -1.774
H: -0.319 0.335 -1.894

Arrangement C

C5H8O2 | ωB97M-V/def2-TZVPD

Output
- SMILES = O=CCC1(O)CC1
- net charge = 0
- HOMO (eV) = -8.84
- orbital gap (eV) = 9.757

Cartesian coordinates (Å):
O: 0.052 1.377 -0.837
C: 0.263 0.114 -0.269
C: -0.141 0.035 1.187
C: -1.588 0.384 1.415
O: -2.313 0.885 0.580
C: 1.554 -0.468 -0.688
C: -0.036 -1.059 -1.135
H: -0.904 1.533 -0.768
H: 0.044 -0.966 1.601
H: 0.462 0.739 1.778
H: -1.975 0.169 2.434
H: 2.147 -0.979 0.088
H: 2.128 0.110 -1.400
H: -0.167 -0.797 -2.185
H: 0.812 -1.844 -1.032

Arrangement D

C5H8O2 | ωB97M-V/def2-TZVPD

Output
- net charge = 0
- HOMO (eV) = -8.83
- orbital gap (eV) = 9.601

Cartesian coordinates (Å):
O: 2.702 -0.176 -0.536
C: 1.626 0.387 -1.015
C: 0.441 -0.545 -0.934
C: -0.568 -0.005 0.075
C: -1.848 0.546 -0.372
O: -1.761 -0.772 0.157
C: 0.033 0.415 1.395
H: 2.557 -1.101 -0.225
H: 0.793 1.188 1.227
H: 0.713 -1.576 -0.623
H: -0.028 -0.602 -1.922
H: -2.373 1.265 0.258
H: -2.074 0.609 -1.436
H: 0.517 -0.442 1.880
H: -0.731 0.808 2.070

Quick one: most stable of them? arrangement A

Arrangement A

C5H8O2 | ωB97M-V/def2-TZVPD

Output
- net charge = 0
- HOMO (eV) = -8.57
- orbital gap (eV) = 9.409

Cartesian coordinates (Å):
O: -0.033 1.508 1.632
C: -0.445 0.641 0.594
C: -0.244 1.241 -0.806
C: 1.093 0.725 -1.329
C: -0.224 -1.775 -0.223
C: 0.432 -0.602 0.481
O: 1.484 -0.179 -0.467
H: 0.876 1.781 1.450
H: -1.487 0.395 0.812
H: -1.035 0.984 -1.521
H: -0.201 2.336 -0.793
H: -0.567 -1.448 -1.207
H: -1.065 -2.167 0.356
H: 0.498 -2.577 -0.403
H: 0.919 -0.863 1.424

Arrangement B

C5H8O2 | ωB97M-V/def2-TZVPD

Output
- SMILES = C[C@H]1OC12COC2
- net charge = 0
- HOMO (eV) = -9.90
- orbital gap (eV) = 10.903

Cartesian coordinates (Å):
C: 2.126 -0.309 0.357
C: 0.850 0.482 0.626
O: 0.497 1.032 -0.647
C: -0.442 0.203 -0.019
C: -1.817 0.851 -0.036
O: -2.358 -0.302 -0.704
C: -1.121 -1.028 -0.592
H: 2.872 -0.191 1.142
H: 1.950 -1.369 0.152
H: 2.547 0.120 -0.565
H: 0.785 1.161 1.488
H: -2.338 1.114 0.887
H: -1.760 1.724 -0.701
H: -0.734 -1.408 -1.541
H: -1.229 -1.852 0.129

Arrangement C

C5H8O2 | ωB97M-V/def2-TZVPD

Output
- SMILES = C/C(O)=C\CC=O
- net charge = 0
- HOMO (eV) = -8.87
- orbital gap (eV) = 9.677

Cartesian coordinates (Å):
C: 0.754 -1.217 1.158
C: -0.529 -0.721 0.548
O: -1.414 -1.771 0.473
C: -0.953 0.482 0.116
C: -0.203 1.597 -0.589
C: 1.046 0.995 -1.192
O: 1.193 0.796 -2.374
H: 0.450 -1.747 2.071
H: 1.252 -1.955 0.512
H: 1.464 -0.440 1.452
H: -1.970 -1.558 -0.289
H: -2.035 0.550 -0.001
H: 1.777 0.619 -0.448
H: -0.845 1.868 -1.438
H: 0.012 2.502 0.002

Quick one: most stable of them? arrangement C